[1]
{
  "formula": "C21H28N6O2",
  "method": "ωB97M-V/def2-TZVPD",
  "elements": ["C", "C", "C", "C", "N", "C", "N", "C", "C", "O", "N", "C", "C", "N", "C", "C", "O", "C", "C", "C", "N", "C", "C", "C", "C", "C", "C", "N", "C", "H", "H", "H", "H", "H", "H", "H", "H", "H", "H", "H", "H", "H", "H", "H", "H", "H", "H", "H", "H", "H", "H", "H", "H", "H", "H", "H", "H"],
  "xyz": [[-6.39026, -3.07576, 2.45094], [-6.11423, -2.45979, 1.08509], [-4.66650, -1.99256, 0.96192], [-4.39305, -1.36507, -0.40704], [-3.02357, -0.93698, -0.53766], [-1.92462, -1.72942, -0.75342], [-1.95482, -3.06256, -0.89060], [-0.75804, -0.96519, -0.75834], [0.55988, -1.51644, -1.03129], [0.73552, -2.71696, -1.24726], [1.54277, -0.59346, -1.05670], [2.93051, -0.91578, -1.25302], [3.74197, -0.71677, 0.03798], [5.13958, -1.02469, -0.20472], [5.84190, -1.66659, 0.89233], [6.23430, -0.67505, 1.99512], [7.02470, 0.37242, 1.47146], [6.34263, 1.05443, 0.43999], [5.92879, 0.09698, -0.68751], [-1.15236, 0.37363, -0.51573], [-0.46492, 1.49072, -0.42113], [-1.20224, 2.60174, -0.17768], [-0.54339, 3.84086, -0.05957], [-1.25396, 4.98323, 0.18555], [-2.64945, 4.94106, 0.32306], [-3.32230, 3.75462, 0.21382], [-2.62244, 2.56206, -0.03783], [-3.32483, 1.40039, -0.14227], [-2.59026, 0.35322, -0.37153], [-5.74605, -3.93578, 2.62031], [-6.20621, -2.35011, 3.23964], [-7.42474, -3.40286, 2.51994], [-6.32650, -3.19565, 0.30550], [-6.78065, -1.60932, 0.92793], [-3.99212, -2.83802, 1.11767], [-4.45406, -1.25058, 1.73399], [-4.62801, -2.07690, -1.20641], [-5.01086, -0.47375, -0.53827], [-2.79989, -3.54821, -1.13312], [-1.03993, -3.44238, -1.13967], [1.28247, 0.36090, -0.83911], [2.98445, -1.96270, -1.55755], [3.34391, -0.29344, -2.05264], [3.58134, 0.31004, 0.40140], [3.35124, -1.40192, 0.79330], [5.22267, -2.46562, 1.30167], [6.75436, -2.10755, 0.47811], [6.84384, -1.15978, 2.75946], [5.32873, -0.25975, 2.46612], [7.03472, 1.81221, 0.06913], [5.45436, 1.55711, 0.85522], [5.36507, 0.63904, -1.44713], [6.83180, -0.31472, -1.14868], [0.53050, 3.85472, -0.16828], [-0.74199, 5.93023, 0.27524], [-3.19073, 5.85553, 0.51613], [-4.39524, 3.69864, 0.31573]],
  "mulliken_charge": [-1.3112, -0.3144, -0.2007, -1.4776, 0.2496, -0.2112, -0.3351, -0.3394, 0.6656, -0.8542, -0.1382, -1.2372, -0.3141, 0.0920, -0.8196, -0.3969, -0.4034, -0.4769, -0.6855, 1.8631, -0.5728, -0.0367, -0.4409, -0.5068, -0.4772, -0.4454, 0.1476, -0.5198, -0.0125, 0.3345, 0.3375, 0.3904, 0.3221, 0.2935, 0.3506, 0.2674, 0.3285, 0.4550, 0.2192, 0.2788, 0.3368, 0.3642, 0.3331, 0.1567, 0.3610, 0.4193, 0.3485, 0.3554, 0.2963, 0.3685, 0.2788, 0.2925, 0.3957, 0.4293, 0.3840, 0.3738, 0.4383],
  "smiles": "CCCCn1c(N)c(C(=O)NCCN2CCOCC2)c2nc3ccccc3nc21",
  "orbital_gap_ha": 0.2888,
  "multiplicity": 1,
  "e_above_lowest_kcal_mol": 5.52
}

***

[2]
{
  "formula": "C5H5N3",
  "method": "ωB97M-V/def2-TZVPD",
  "elements": ["C", "C", "C", "C", "N", "C", "N", "N", "H", "H", "H", "H", "H"],
  "xyz": [[-2.86144, -0.76558, 0.60338], [-1.93799, -0.02964, -0.11515], [-0.43538, -0.01230, -0.07960], [0.28240, -0.61844, 0.82378], [1.66277, -0.37867, 0.87855], [2.10581, 0.57222, 0.04963], [1.45557, 0.89880, -1.09003], [0.14232, 0.41195, -1.22110], [-3.88261, -0.22584, 0.36627], [-2.61498, -1.64012, 1.35965], [-2.12815, 0.68232, -1.01697], [-0.25964, -1.50201, 1.53093], [3.14040, 1.28355, 0.09606]],
  "mulliken_charge": [-0.6913, -0.1973, 0.6932, 0.0769, -0.5299, 0.1602, -0.3454, -0.2793, 0.2186, 0.2228, 0.2847, 0.0983, 0.2885],
  "smiles": "C=Cc1cncnn1",
  "orbital_gap_ha": 0.3371,
  "multiplicity": 1,
  "e_above_lowest_kcal_mol": 91.48
}

***

[3]
{
  "formula": "C16H30Cl4N2O8",
  "method": "ωB97M-V/def2-TZVPD",
  "elements": ["O", "C", "O", "C", "C", "O", "H", "H", "H", "H", "O", "C", "O", "C", "C", "O", "H", "H", "H", "H", "C", "N", "C", "C", "O", "H", "H", "H", "H", "H", "H", "H", "C", "N", "C", "C", "O", "H", "H", "H", "H", "H", "H", "H", "Cl", "C", "C", "Cl", "H", "H", "H", "H", "Cl", "C", "C", "Cl", "H", "H", "H", "H"],
  "xyz": [[-2.05714, 7.87582, -1.24335], [-1.47256, 6.93542, -1.67661], [-1.93489, 6.19880, -2.73177], [-0.93845, 5.21970, -3.07261], [-0.08041, 5.13681, -1.80980], [-0.34048, 6.40770, -1.20402], [-1.47021, 4.27606, -3.19880], [-0.45019, 5.48191, -4.00805], [0.98687, 5.14082, -2.03375], [-0.31045, 4.33721, -1.10643], [-0.76734, 1.64003, -0.53405], [-0.45190, 1.18302, 0.52124], [0.47465, 0.22643, 0.63914], [0.47461, -0.35232, 1.93105], [-0.41170, 0.65399, 2.72478], [-0.97245, 1.47830, 1.71204], [0.04825, -1.35341, 1.84348], [1.41688, -0.44927, 2.46675], [0.21960, 1.19473, 3.42658], [-1.21244, 0.16038, 3.26961], [0.72860, 1.81623, -3.64541], [0.18489, 0.45326, -3.70045], [0.82043, -0.58011, -4.28397], [0.08510, -1.90386, -4.29145], [1.93846, -0.47210, -4.77481], [-0.03531, 2.37473, -4.19586], [1.67059, 1.82654, -4.17850], [0.72810, 2.15778, -2.61292], [-0.72213, 0.32829, -3.28599], [-0.61955, -1.98159, -3.46030], [0.77609, -2.74257, -4.24799], [-0.48363, -2.05474, -5.21098], [0.16324, -3.44810, -0.86343], [0.79339, -3.99551, 0.30960], [0.17353, -4.09922, 1.50767], [1.00266, -4.64326, 2.67071], [-1.00218, -3.80938, 1.66147], [0.31216, -2.36362, -0.89166], [-0.89100, -3.71662, -0.80630], [0.55679, -3.89351, -1.77661], [1.80122, -3.95918, 0.35909], [1.71165, -3.83780, 2.90386], [1.65580, -5.47013, 2.39507], [0.34561, -4.83845, 3.50666], [-6.06540, 0.88943, 3.24690], [-5.75079, 0.52511, 1.52930], [-4.28520, 0.44332, 1.19115], [-3.58172, -1.11714, 1.67353], [-6.19919, 1.40560, 1.06905], [-6.29027, -0.35639, 1.19256], [-3.72455, 1.24621, 1.65992], [-4.24659, 0.53761, 0.10548], [4.04975, -0.36183, 2.51224], [4.51417, -2.04404, 2.90201], [5.11110, -2.17399, 4.32021], [3.95694, -1.68462, 5.51039], [5.17781, -2.47586, 2.16002], [3.58459, -2.60608, 2.97326], [5.98003, -1.53773, 4.46898], [5.32456, -3.22882, 4.48207]],
  "mulliken_charge": [-0.5178, 0.5820, -0.3686, -0.1007, -0.0517, -0.3760, 0.1922, 0.2350, 0.2775, 0.1290, -0.5267, 0.6008, -0.3267, 0.8460, -0.4556, -0.3749, -0.2229, -0.2165, 0.2545, 0.3342, -0.8141, -0.1456, 0.8433, -1.0230, -0.6750, 0.2924, 0.3405, 0.1915, 0.1975, 0.2071, 0.2780, 0.3301, -0.8862, -0.1433, 0.7338, -0.7754, -0.6042, 0.2879, 0.3228, 0.3207, 0.2238, -0.2259, 0.3795, 0.3172, -0.1985, -0.5113, -0.3181, -0.1460, 0.3159, 0.3617, 0.2869, 0.2363, -0.1765, 0.2955, -0.4484, -0.1644, 0.4001, -0.4480, 0.3353, 0.2933],
  "smiles": "O=C1OCCO1.O=C1OCCO1.CNC(C)=O.CNC(C)=O.ClCCCl.ClCCCl",
  "orbital_gap_ha": 0.3588,
  "multiplicity": 1
}